Model P:
A 2-piece molecular cluster, C2H5PS2 overall. Source: the OMol25 dataset; level of theory: ωB97M-V/def2-TZVPD.

Calculated values
**HOMO (spin up / spin down)**: -8.81 / -8.69 eV
**E_LUMO (spin up / spin down)**: -1.906 / -1.984 eV
**Frontier orbital gap (spin up / spin down)**: 6.9056 / 6.7073 eV
**Molar mass**: 124.17 g/mol

```
! RIJCOSX wB97M-V def2-TZVPD def2/J DEFGRID3
* xyz 0 1
C 0.030 0.088 -0.202
C 1.129 1.125 -0.359
P 0.261 -1.788 -0.092
S -1.497 0.589 0.259
S -4.283 -0.276 0.141
H 1.888 0.819 0.295
H 0.729 2.112 -0.130
H 1.419 0.949 -1.329
H -0.947 -2.021 0.537
H 1.272 -1.597 0.879
*
```

Model Q:
C2H5PS2 in the gas phase. Source: the OMol25 dataset; level of theory: ωB97M-V/def2-TZVPD.

Calculated values
**HOMO (spin up / spin down)**: -9.70 / -7.70 eV
**E_LUMO (spin up / spin down)**: -0.963 / -2.388 eV
**Frontier orbital gap (spin up / spin down)**: 8.7382 / 5.3164 eV
**Molar mass**: 124.17 g/mol

```
! RIJCOSX wB97M-V def2-TZVPD def2/J DEFGRID3
* xyz 0 1
C -0.113 -1.179 0.241
C 0.293 0.100 0.764
P -0.791 0.896 -2.056
S -1.271 -0.915 -1.233
S -1.124 -2.261 1.393
H 0.727 -1.755 -0.100
H 1.239 -0.110 1.116
H -0.410 0.649 1.270
H 0.688 0.675 -0.068
H -1.712 0.882 -3.128
*
```

Verdict on stability: model Q comes out on top.

Model P:
CH2N4S in the gas phase. Source: the OMol25 dataset; level of theory: ωB97M-V/def2-TZVPD.

Calculated values
**HOMO**: -9.55 eV
**E_LUMO**: 0.208 eV
**Frontier orbital gap**: 9.7562 eV
**Molar mass**: 102.12 g/mol

```
! RIJCOSX wB97M-V def2-TZVPD def2/J DEFGRID3
* xyz 0 1
C 0.234 0.093 -0.219
N 1.034 1.231 -0.534
N -0.297 2.956 0.302
N -1.010 2.700 -0.545
N -1.340 2.063 -1.505
S 0.101 0.924 -1.790
H 0.714 -0.883 -0.203
H -0.621 0.202 0.442
*
```

Model Q:
CH2N4S in the gas phase. Source: the OMol25 dataset; level of theory: ωB97M-V/def2-TZVPD.

Calculated values
**HOMO**: -8.55 eV
**E_LUMO**: -1.114 eV
**Frontier orbital gap**: 7.4331 eV
**Molar mass**: 102.12 g/mol

```
! RIJCOSX wB97M-V def2-TZVPD def2/J DEFGRID3
* xyz 0 1
C -1.066 0.073 0.084
N -0.151 -0.900 0.313
N 0.994 -0.979 -0.026
N 2.029 -1.442 -0.166
N 1.290 1.242 -0.081
S -0.065 1.812 0.016
H -1.222 0.020 -1.004
H -1.809 0.175 0.865
*
```

Model R:
CH2N4S in the gas phase. Source: the OMol25 dataset; level of theory: ωB97M-V/def2-TZVPD.

Calculated values
**HOMO**: -10.35 eV
**E_LUMO**: -1.626 eV
**Frontier orbital gap**: 8.7238 eV
**Structure (SMILES)**: SC1N=NN=N1
**Molar mass**: 102.12 g/mol

```
! RIJCOSX wB97M-V def2-TZVPD def2/J DEFGRID3
* xyz 0 1
S 0.068 0.396 1.802
C 0.090 0.489 -0.031
N 0.686 -0.731 -0.527
N -0.233 -1.328 -1.206
N -1.359 -0.578 -1.222
N -1.267 0.507 -0.595
H 1.296 -0.081 2.137
H 0.720 1.327 -0.358
*
```

Verdict on stability: model R comes out on top.

Model P:
A 2-piece molecular cluster, C2H7N3O2 overall. Source: the OMol25 dataset; level of theory: ωB97M-V/def2-TZVPD.

Calculated values
**HOMO**: -8.81 eV
**E_LUMO**: 0.528 eV
**Frontier orbital gap**: 9.3412 eV
**Molar mass**: 105.10 g/mol

```
! RIJCOSX wB97M-V def2-TZVPD def2/J DEFGRID3
* xyz 0 1
C 0.456 1.284 0.278
C 0.490 -0.873 0.324
N 1.060 -1.309 -0.900
N -0.796 -1.228 0.495
N -0.878 1.304 0.007
O -1.168 1.384 -1.207
O -1.716 1.124 0.934
H 0.674 1.790 1.222
H 1.094 1.654 -0.530
H 1.189 -0.770 1.148
H 1.842 -0.763 -1.066
H 0.346 -1.240 -1.606
H -1.170 -1.722 -0.290
H -1.424 -0.635 1.191
*
```

Model Q:
C2H7N3O2 in the gas phase. Source: the OMol25 dataset; level of theory: ωB97M-V/def2-TZVPD.

Calculated values
**HOMO**: -8.93 eV
**E_LUMO**: 0.820 eV
**Frontier orbital gap**: 9.7475 eV
**Structure (SMILES)**: N/N=C(\CO)NO
**Molar mass**: 105.10 g/mol

```
! RIJCOSX wB97M-V def2-TZVPD def2/J DEFGRID3
* xyz 0 1
N -1.364 1.544 0.132
N -0.042 1.076 -0.119
C 0.250 -0.150 0.007
C -0.806 -1.175 0.424
O -1.830 -1.066 -0.465
N 1.507 -0.686 -0.205
O 2.481 0.295 0.016
H -1.472 1.784 1.086
H -1.492 2.399 -0.393
H -1.050 -0.942 1.459
H -0.362 -2.190 0.445
H -1.990 -0.107 -0.406
H 1.788 -1.453 0.549
H 2.004 1.090 -0.386
*
```

Verdict on stability: model Q comes out on top.

Model P:
A 2-piece molecular cluster, C2H7N3O2 overall. Source: the OMol25 dataset; level of theory: ωB97M-V/def2-TZVPD.

Calculated values
**HOMO**: -9.53 eV
**E_LUMO**: 0.647 eV
**Frontier orbital gap**: 10.1814 eV
**Structure (SMILES)**: C/N=[N+](\[O-])O.C=N
**Molar mass**: 105.10 g/mol

```
! RIJCOSX wB97M-V def2-TZVPD def2/J DEFGRID3
* xyz 0 1
C -1.232 -1.875 0.144
N -0.732 -0.723 -0.479
N -0.428 -0.812 -1.656
O -0.480 -1.790 -2.392
O 0.106 0.374 -2.203
H -1.578 -1.374 1.066
H -2.022 -2.257 -0.476
H -0.327 -2.493 0.293
H 0.211 0.196 -3.234
C 2.495 1.633 0.449
N 1.815 2.257 1.303
H 3.596 1.613 0.605
H 2.206 1.259 -0.487
H 0.841 2.154 1.333
*
```

Model Q:
C2H7N3O2 as an isolated structure. Source: the OMol25 dataset; level of theory: ωB97M-V/def2-TZVPD.

Calculated values
**HOMO**: -8.48 eV
**E_LUMO**: 0.484 eV
**Frontier orbital gap**: 8.9606 eV
**Molar mass**: 105.10 g/mol

```
! RIJCOSX wB97M-V def2-TZVPD def2/J DEFGRID3
* xyz 0 1
C 0.119 -1.089 0.577
C 1.533 0.145 -0.218
N -0.997 -0.782 -0.272
N -2.005 0.133 0.005
N 1.146 1.541 -0.096
O -1.750 0.791 0.956
O -2.814 0.225 -0.901
H 0.163 -0.861 1.613
H 0.474 -2.027 0.333
H 2.415 0.096 0.285
H 1.609 -0.108 -1.248
H -1.014 -1.345 -1.110
H 0.396 1.648 -0.763
H 0.724 1.633 0.838
*
```

Verdict on stability: model P comes out on top.